Entry 1:
A molecular structure, C20H35N7RuSSb2. Source: the Open Molecules 2025 dataset; level of theory: the ωB97M-V functional and the def2-TZVPD basis.

Results
2S+1 ... 2
Molar mass ... 750.2 g/mol
Net charge ... +3
E ... -58205.74956 eV

Structure (XYZ):
```
66
Properties=species:S:1:pos:R:3:lowdin_charge:R:1
Ru 1.0451 0.1279 -0.0758 0.646
C -1.2306 1.9415 2.1422 -0.320
Sb -1.6825 1.5260 0.0833 1.261
C -2.0504 3.5274 -0.5812 -0.287
C -3.7779 1.0590 0.5947 -0.284
C -4.4937 0.1177 -0.2962 -0.250
C -5.1453 0.5706 -1.4325 -0.011
C -5.7774 -0.3145 -2.2958 0.020
C -5.7621 -1.7024 -2.0547 -0.014
C -5.1266 -2.1809 -0.9454 -0.014
C -4.5159 -1.2960 -0.0161 -0.279
C -3.9314 -1.8443 1.1658 -0.179
Sb -1.6149 -1.8235 0.8571 1.351
C -1.7569 -2.1661 -1.2664 -0.306
C -1.1833 -3.8340 1.4530 -0.316
H -1.9396 1.4169 2.7796 0.013
H -1.3303 3.0083 2.3423 0.023
H -0.2296 1.6044 2.4113 -0.014
H -2.4821 4.0865 0.2475 0.026
H -2.7408 3.5288 -1.4224 0.017
H -1.1257 4.0083 -0.8991 -0.008
H -4.2631 2.0360 0.5836 0.085
H -3.7536 0.7175 1.6261 0.049
H -5.1789 1.6320 -1.6439 0.129
H -6.2924 0.0681 -3.1674 0.132
H -6.2652 -2.3737 -2.7365 0.130
H -5.1233 -3.2422 -0.7300 0.135
H -4.1071 -2.9092 1.3035 0.087
H -4.0057 -1.2811 2.0897 0.074
H -1.9570 -3.2179 -1.4662 0.032
H -0.8695 -1.8376 -1.8060 -0.007
H -2.5816 -1.5748 -1.6605 0.004
H -1.3602 -4.5322 0.6371 0.016
H -1.8205 -4.0972 2.2970 0.019
H -0.1486 -3.9038 1.7875 0.005
C 5.6206 0.8155 1.1704 -0.009
N 5.2102 -0.5112 0.7169 -0.123
C 6.2310 -1.5674 0.7077 -0.003
C 3.9304 -0.7607 0.4248 -0.382
N 2.9423 0.0654 0.6580 0.010
N 3.6731 -2.0008 -0.1243 0.183
C 2.4645 -2.5607 -0.4564 -0.442
N 2.5404 -3.8530 -0.8182 0.206
N 1.3386 -1.9030 -0.4370 -0.040
H 6.6688 0.9549 0.9222 0.107
H 5.4955 0.9297 2.2490 0.114
H 5.0618 1.5888 0.6435 0.087
H 7.1261 -1.1811 1.1840 0.106
H 6.4974 -1.8614 -0.3100 0.109
H 5.9090 -2.4306 1.2920 0.108
H 3.2549 0.9080 1.1188 0.055
H 4.4804 -2.5773 -0.2972 0.133
H 3.4008 -4.3737 -0.7960 0.132
H 1.7343 -4.3350 -1.1776 0.131
H 0.5990 -2.5026 -0.7814 0.013
S 1.5912 1.0124 -2.0981 0.742
C 1.6695 2.4563 -1.2439 -0.776
N 2.0626 3.6623 -1.7270 0.123
C 2.2104 4.7414 -0.9284 0.011
C 1.9487 4.6221 0.4064 0.015
C 1.4872 3.3830 0.8639 -0.069
N 1.3155 2.3330 0.0724 -0.111
H 2.2829 3.7358 -2.7152 0.182
H 2.5388 5.6554 -1.4050 0.160
H 2.0711 5.4599 1.0752 0.135
H 1.2216 3.2484 1.9054 0.127
```

=====

Entry 2:
A molecular structure, C20H36CrFeI2NO4PS. Source: the Open Molecules 2025 dataset; level of theory: the ωB97M-V functional and the def2-TZVPD basis.

Results
2S+1 ... 9
Molar mass ... 779.2 g/mol
Net charge ... +4
E ... -130087.72565 eV

Structure (XYZ):
```
67
Properties=species:S:1:pos:R:3:lowdin_charge:R:1
I -2.0966 -3.8843 0.0007 0.658
I 0.3287 -4.5272 1.2365 0.553
Fe 1.3847 -1.0339 -0.7596 0.191
Cr -0.7136 -0.8637 -1.6322 0.189
S 0.5057 -2.7968 -1.7711 0.497
C -1.1413 -1.0874 -3.5776 -0.097
C -1.9904 0.3241 -2.5705 -0.085
C 1.1604 -3.6706 -3.5896 -0.623
C 2.2309 -4.6626 -3.1734 -0.065
C 1.6990 -2.6111 -4.5204 -0.054
C -0.0351 -4.3876 -4.1877 -0.060
C 2.7749 -0.1301 -0.0931 -0.104
C 2.9518 -1.6137 -1.6451 -0.104
O -2.8342 0.9310 -3.1436 0.254
O -1.5088 -1.2888 -4.6946 0.243
O 3.7651 0.4271 0.1232 0.260
O 4.0295 -1.8061 -2.0296 0.274
H 2.6048 -5.2255 -4.0497 0.140
H 1.8321 -5.3923 -2.4538 0.101
H 3.0970 -4.1664 -2.7141 0.080
H 2.0867 -3.0913 -5.4415 0.146
H 2.5276 -2.0492 -4.0698 0.074
H 0.9190 -1.8999 -4.8241 0.074
H 0.2716 -4.9582 -5.0867 0.142
H -0.8208 -3.6831 -4.4966 0.076
H -0.4714 -5.0993 -3.4730 0.100
C -2.3841 2.4159 -0.3228 -0.104
C -2.3817 1.4139 0.8356 -0.555
C -3.1652 2.0414 2.0019 -0.043
C -3.0820 0.1063 0.4794 -0.085
P -0.4064 1.0650 1.1430 1.243
N -0.0129 0.0631 -0.1378 -0.423
C 0.3649 3.3480 1.3878 -0.343
C 0.2451 3.4429 2.8960 -0.042
C 1.7531 3.2672 0.7794 -0.053
C -0.3747 4.4989 0.7494 -0.049
C 0.3966 0.0781 2.8327 -0.512
C -0.3694 0.4096 4.1197 -0.064
C 0.4497 -1.4328 2.7170 -0.167
C 1.8554 0.6074 2.9962 -0.073
H -3.2225 2.2700 -1.0051 0.099
H -1.4892 2.3718 -0.9439 0.061
H -2.4625 3.4581 0.0362 0.086
H -4.1449 2.3503 1.6015 0.130
H -3.3885 1.3466 2.8213 0.099
H -2.7034 2.9393 2.4238 0.080
H -2.5161 -0.5601 -0.1985 -0.006
H -3.3347 -0.4916 1.3578 0.101
H -4.0213 0.3440 -0.0338 0.126
H 0.9931 2.8590 3.4524 0.075
H 0.3237 4.4846 3.2754 0.155
H -0.7598 3.1089 3.2049 0.078
H 1.6786 2.7855 -0.2100 0.093
H 2.1880 4.2748 0.6000 0.144
H 2.5162 2.7295 1.3627 0.076
H -0.4450 4.3769 -0.3261 0.098
H -1.3662 4.6585 1.1688 0.096
H 0.1812 5.4322 0.9158 0.145
H -1.3792 0.0022 4.1329 0.093
H 0.1648 -0.0362 4.9760 0.129
H -0.4386 1.4752 4.3432 0.069
H 1.0056 -1.7914 1.8514 -0.023
H 0.9763 -1.8432 3.5933 0.127
H -0.5344 -1.8913 2.6927 0.056
H 2.1626 1.1968 2.1185 0.018
H 1.9672 1.2489 3.8710 0.100
H 2.6031 -0.1773 3.0777 0.104
```